Run w
{"formula": "C3H7BO3", "method": "wB97M-V/def2-TZVPD", "charge": 0, "lumo_energy_ev": 0.113, "smiles": "C[C@@H](C=O)B(O)O", "e_homo_ev": -9.03, "homo_lumo_gap_ev": 9.1, "elements": ["C", "C", "C", "O", "B", "O", "O", "H", "H", "H", "H", "H", "H", "H"], "xyz": [[0.04, 1.04, -1.35], [0.26, -0.27, -0.56], [1.85, -0.46, 0.22], [2.70, 0.37, 0.11], [-0.85, -0.45, 0.65], [-1.79, 0.49, 0.70], [-0.69, -1.56, 1.47], [0.46, 1.20, -2.35], [-0.94, 1.57, -1.16], [0.66, 1.89, -0.80], [0.25, -1.14, -1.14], [1.90, -1.59, 0.64], [-2.56, 0.65, 1.35], [-1.30, -1.74, 2.23]]}

=====

Run x
{"formula": "C3H7BO3", "method": "wB97M-V/def2-TZVPD", "charge": 0, "lumo_energy_ev": 0.183, "smiles": "C[C@@H](C=O)B(O)O", "e_homo_ev": -8.99, "homo_lumo_gap_ev": 9.2, "elements": ["C", "C", "C", "O", "B", "O", "O", "H", "H", "H", "H", "H", "H", "H"], "xyz": [[1.31, 0.86, -0.14], [-0.18, 0.52, -0.21], [-0.36, -0.13, -1.98], [0.56, -0.13, -2.74], [-0.75, -0.72, 0.66], [0.08, -1.39, 1.54], [-1.98, -1.10, 0.20], [1.70, 0.83, 0.77], [1.89, 0.13, -0.58], [1.48, 1.70, -0.64], [-0.72, 1.37, -0.09], [-1.37, -0.42, -2.17], [-0.08, -2.29, 1.58], [-2.37, -1.83, 0.63]]}

=====

Most stable one: run w, least stable one: run x.

=====

Run w
{"formula": "C7H14N2", "method": "wB97M-V/def2-TZVPD", "charge": 0, "lumo_energy_ev": 0.962, "e_homo_ev": -8.56, "homo_lumo_gap_ev": 9.5, "elements": ["C", "C", "C", "C", "C", "C", "C", "H", "H", "H", "H", "H", "H", "H", "H", "H", "H", "H", "H", "H", "H", "N", "N"], "xyz": [[-0.28, 1.78, -1.56], [0.79, 0.79, -1.24], [0.70, 0.01, 0.24], [1.63, -1.34, 0.10], [-0.33, -1.06, 0.50], [-1.61, -0.43, 0.17], [-1.22, 0.94, 0.90], [-0.08, 2.57, -0.86], [0.08, 2.28, -2.35], [-1.27, 1.52, -2.12], [1.62, 1.60, -1.03], [0.93, 0.22, -2.31], [2.33, -1.61, -0.77], [2.05, -1.54, 1.19], [0.20, -3.16, 0.06], [-0.22, -1.24, 1.69], [-2.57, -0.73, 0.45], [-1.98, -0.27, -0.79], [-1.23, 0.75, 2.09], [-1.72, 1.79, 0.62], [0.49, 0.73, 2.21], [0.24, -2.11, -0.11], [0.24, 1.11, 1.14]]}

=====

Run x
{"formula": "C7H14N2", "method": "wB97M-V/def2-TZVPD", "charge": 0, "lumo_energy_ev": 1.038, "smiles": "C=C[C@@H](C)/C(N)=C(\\C)N", "e_homo_ev": -7.16, "homo_lumo_gap_ev": 8.2, "elements": ["C", "C", "C", "C", "C", "N", "C", "C", "N", "H", "H", "H", "H", "H", "H", "H", "H", "H", "H", "H", "H", "H", "H"], "xyz": [[-2.27, 0.69, -0.90], [-1.27, 1.38, -0.39], [-0.37, 1.00, 0.75], [-1.03, 0.18, 1.87], [0.87, 0.41, 0.09], [1.85, 1.43, -0.08], [1.00, -0.79, -0.48], [-0.05, -1.86, -0.54], [2.15, -1.14, -1.23], [-2.62, -0.24, -0.48], [-2.81, 1.03, -1.77], [-0.96, 2.29, -0.88], [-0.03, 1.93, 1.22], [-1.70, -0.60, 1.50], [-1.63, 0.85, 2.49], [-0.27, -0.29, 2.49], [2.67, 1.13, -0.59], [2.10, 1.88, 0.80], [-0.49, -1.89, -1.54], [0.41, -2.84, -0.34], [-0.84, -1.71, 0.18], [2.28, -2.14, -1.27], [3.01, -0.71, -0.90]]}

=====

Most stable one: run x, least stable one: run w.

=====

Run w
{"formula": "C7H14N2", "method": "wB97M-V/def2-TZVPD", "charge": 0, "lumo_energy_ev": 0.819, "e_homo_ev": -9.13, "homo_lumo_gap_ev": 9.9, "elements": ["C", "C", "C", "C", "C", "C", "C", "H", "H", "H", "H", "H", "H", "H", "H", "H", "H", "H", "H", "H", "H", "N", "N"], "xyz": [[1.94, 0.87, -0.06], [0.85, -0.10, -0.01], [1.71, -1.29, 0.16], [-0.27, -0.12, -0.94], [-0.87, 1.44, -0.58], [-0.28, -0.17, 1.17], [-1.21, -0.89, 0.07], [1.85, 2.09, -0.51], [3.03, 0.18, -0.77], [2.31, 1.01, 1.18], [2.10, -1.42, -1.00], [2.44, -0.78, 0.90], [1.22, -2.37, 0.39], [-0.25, -0.47, -2.00], [-0.20, 2.33, -1.13], [-1.86, 1.40, -1.01], [-1.65, 1.37, 1.26], [-0.20, -0.28, 2.23], [-1.06, -2.12, -0.34], [-3.18, -0.74, -0.81], [-3.12, -0.81, 0.87], [-0.68, 1.36, 0.96], [-2.63, -0.49, -0.04]]}

=====

Run x
{"formula": "C7H14N2", "method": "wB97M-V/def2-TZVPD", "charge": 0, "lumo_energy_ev": 0.763, "smiles": "Cc1c[nH]cn1.CCC", "e_homo_ev": -8.27, "homo_lumo_gap_ev": 9.0, "elements": ["C", "C", "C", "N", "C", "N", "H", "H", "H", "H", "H", "H", "C", "C", "C", "H", "H", "H", "H", "H", "H", "H", "H"], "xyz": [[-1.74, 2.22, -1.13], [-0.65, 1.93, -0.18], [-0.40, 0.79, 0.72], [0.78, 1.07, 1.29], [1.26, 2.29, 0.87], [0.47, 2.79, -0.03], [-2.20, 1.31, -1.47], [-1.36, 2.74, -2.01], [-2.48, 2.95, -0.70], [-1.06, 0.00, 1.21], [1.04, 0.49, 2.13], [2.26, 2.64, 1.12], [-0.79, -3.77, 0.23], [0.19, -2.65, -0.11], [1.07, -2.87, -1.28], [-1.69, -3.36, 0.79], [-0.24, -4.54, 0.67], [-1.03, -4.32, -0.71], [-0.38, -1.77, -0.31], [0.72, -2.24, 0.70], [1.78, -3.69, -1.29], [0.50, -2.80, -2.20], [1.80, -2.04, -1.48]]}

=====

Run y
{"formula": "C7H14N2", "method": "wB97M-V/def2-TZVPD", "charge": 0, "lumo_energy_ev": 0.993, "smiles": "CC1=C(C)[C@](C)(N)N1C", "e_homo_ev": -7.29, "homo_lumo_gap_ev": 8.3, "elements": ["C", "C", "C", "C", "C", "C", "N", "N", "C", "H", "H", "H", "H", "H", "H", "H", "H", "H", "H", "H", "H", "H", "H"], "xyz": [[-0.09, -0.68, 2.43], [-0.12, -0.24, 1.01], [-0.61, -0.79, -0.13], [-1.68, -1.78, -0.44], [0.00, 0.26, -1.01], [-0.92, 1.17, -1.79], [1.10, -0.16, -1.78], [0.44, 0.92, 0.49], [1.76, 1.36, 0.87], [-0.40, 0.15, 3.08], [0.91, -0.98, 2.73], [-0.76, -1.52, 2.58], [-1.37, -2.44, -1.26], [-2.60, -1.29, -0.75], [-1.89, -2.39, 0.43], [-1.43, 0.59, -2.56], [-0.37, 1.98, -2.26], [-1.67, 1.59, -1.12], [1.63, 0.61, -2.17], [1.70, -0.80, -1.29], [2.56, 0.67, 0.55], [1.83, 1.44, 1.95], [1.96, 2.34, 0.43]]}

=====

Run z
{"formula": "C7H14N2", "method": "wB97M-V/def2-TZVPD", "charge": 0, "lumo_energy_ev": 0.792, "e_homo_ev": -8.57, "homo_lumo_gap_ev": 9.4, "elements": ["C", "C", "C", "C", "C", "C", "C", "H", "H", "H", "H", "H", "H", "H", "H", "H", "H", "H", "H", "H", "H", "N", "N"], "xyz": [[-2.99, 0.07, -1.19], [-2.15, -0.08, 0.24], [-0.91, -0.76, 0.08], [-0.16, -0.63, 1.39], [0.31, 0.20, 0.30], [0.34, 1.70, 0.50], [1.61, -0.18, -0.26], [-3.89, 0.72, -0.98], [-2.25, 0.85, -1.67], [-3.19, -0.85, -1.74], [-2.09, 0.74, 0.96], [-2.88, -0.57, 1.15], [-0.88, -1.58, -0.52], [0.32, -1.54, 2.02], [-0.98, -0.37, 2.02], [-0.08, 1.79, 1.70], [1.29, 2.21, 0.41], [-0.71, 2.11, -0.31], [2.25, 1.62, -0.67], [3.24, 0.48, -1.22], [2.91, -1.46, -0.72], [2.56, 0.60, -0.60], [1.83, -1.48, -0.37]]}

=====

Most stable one: run x, least stable one: run w.

=====

Run w
{"formula": "C7H14N2", "method": "wB97M-V/def2-TZVPD", "charge": 0, "lumo_energy_ev": 0.340, "e_homo_ev": -6.62, "homo_lumo_gap_ev": 7.0, "elements": ["C", "C", "C", "C", "N", "H", "H", "H", "H", "H", "H", "H", "H", "H", "C", "C", "C", "N", "H", "H", "H", "H", "H"], "xyz": [[-0.28, 0.07, 1.59], [-0.05, -1.35, 1.67], [-1.68, 0.57, 1.31], [0.98, 2.00, 0.23], [0.71, 0.77, 0.24], [0.20, 0.65, 2.38], [1.08, -1.50, 0.58], [0.45, -1.69, 2.56], [-2.27, 0.47, 2.23], [-2.16, -0.01, 0.52], [-1.70, 1.62, 1.02], [-0.91, -1.97, 1.39], [1.40, 2.48, -0.65], [0.80, 2.59, 1.13], [1.06, -0.10, -0.92], [-0.22, -0.52, -1.61], [-0.53, -0.18, -2.85], [1.81, -1.18, -0.35], [1.85, -1.94, -1.02], [1.63, 0.52, -1.63], [-0.84, -1.21, -1.05], [0.09, 0.49, -3.43], [-1.42, -0.56, -3.35]]}

=====

Run x
{"formula": "C7H14N2", "method": "wB97M-V/def2-TZVPD", "charge": 0, "lumo_energy_ev": 0.823, "e_homo_ev": -8.34, "homo_lumo_gap_ev": 9.2, "elements": ["C", "C", "C", "C", "C", "C", "C", "N", "N", "H", "H", "H", "H", "H", "H", "H", "H", "H", "H", "H", "H", "H", "H"], "xyz": [[1.26, 0.69, -0.15], [-0.08, 0.89, 0.53], [0.70, 2.08, 0.10], [1.27, 0.16, -1.57], [2.46, 0.25, 0.67], [-3.15, -1.01, -0.16], [-1.72, -0.62, 0.05], [-0.97, -1.43, 0.98], [-1.31, 0.60, -0.07], [-0.14, -0.14, 1.46], [-0.03, -1.66, 0.70], [-1.41, -2.32, 1.19], [0.36, 2.63, -0.76], [1.19, 2.69, 0.85], [2.41, 0.66, 1.68], [1.28, -0.94, -1.58], [0.38, 0.49, -2.11], [2.15, 0.51, -2.11], [3.38, 0.60, 0.20], [2.51, -0.84, 0.75], [-3.64, -1.28, 0.78], [-3.68, -0.16, -0.58], [-3.22, -1.84, -0.86]]}

=====

Most stable one: run x, least stable one: run w.

=====

Run w
{"formula": "C2H4NO2P", "method": "wB97M-V/def2-TZVPD", "charge": 0, "lumo_energy_ev": [-1.256, -1.253], "e_homo_ev": [-9.19, -9.19], "homo_lumo_gap_ev": [7.9, 7.9], "elements": ["C", "C", "N", "O", "O", "P", "H", "H", "H", "H"], "xyz": [[-0.41, -0.45, -0.01], [0.66, 0.40, 0.71], [3.34, -0.06, 0.35], [4.48, 0.07, 0.35], [0.25, -0.64, -1.21], [2.04, -0.39, -0.33], [-0.56, -1.39, 0.53], [-1.36, 0.05, -0.22], [0.59, 1.45, 0.47], [0.86, 0.39, 1.83]]}

=====

Run x
{"formula": "C2H4NO2P", "method": "wB97M-V/def2-TZVPD", "charge": 0, "lumo_energy_ev": -0.106, "smiles": "N=C=O.C=PO", "e_homo_ev": -9.41, "homo_lumo_gap_ev": 9.3, "elements": ["N", "C", "O", "H", "C", "P", "O", "H", "H", "H"], "xyz": [[0.26, 2.14, -0.24], [0.87, 1.38, 0.53], [1.77, 1.11, 1.22], [-0.29, 1.98, -1.00], [-0.56, -0.51, 0.67], [0.44, -1.79, 0.21], [0.06, -2.16, -1.33], [-0.49, -0.32, 1.69], [-1.38, -0.01, -0.03], [-0.68, -1.83, -1.73]]}

=====

Run y
{"formula": "C2H4NO2P", "method": "wB97M-V/def2-TZVPD", "charge": 0, "lumo_energy_ev": 0.000, "smiles": "O=[P@@]1([O-])[C@@H]2[NH2+][C@@H]21", "e_homo_ev": -9.39, "homo_lumo_gap_ev": 9.4, "elements": ["O", "P", "O", "C", "N", "C", "H", "H", "H", "H"], "xyz": [[-2.53, -0.94, -0.07], [-1.48, 0.06, -0.04], [-1.70, 1.50, 0.16], [0.39, -0.42, 0.88], [1.02, 0.61, -0.07], [0.19, -0.37, -0.63], [0.97, -1.30, 1.13], [2.07, 0.61, -0.27], [0.53, 1.53, -0.04], [0.53, -1.29, -1.05]]}

=====

Most stable one: run x, least stable one: run w.

=====

Run w
{"formula": "C2H4NO2P", "method": "wB97M-V/def2-TZVPD", "charge": 0, "lumo_energy_ev": 0.379, "smiles": "C1Cp2on2O1", "e_homo_ev": -9.90, "homo_lumo_gap_ev": 10.3, "elements": ["C", "C", "P", "O", "N", "O", "H", "H", "H", "H"], "xyz": [[-0.68, 0.68, -0.06], [-0.50, -0.86, 0.20], [1.38, -1.04, 0.15], [1.87, 0.07, -1.05], [1.66, 0.64, 0.30], [0.48, 1.32, 0.40], [-0.69, 0.69, -1.18], [-1.61, 0.94, 0.53], [-0.90, -1.03, 1.15], [-1.01, -1.41, -0.44]]}

=====

Run x
{"formula": "C2H4NO2P", "method": "wB97M-V/def2-TZVPD", "charge": 0, "lumo_energy_ev": -0.416, "e_homo_ev": -9.67, "homo_lumo_gap_ev": 9.3, "elements": ["C", "C", "N", "O", "O", "P", "H", "H", "H", "H"], "xyz": [[-0.75, -0.40, -0.75], [-0.74, -0.39, 0.73], [-0.01, 0.64, 0.07], [-3.39, -1.08, 0.01], [-2.70, 1.47, -0.10], [-2.40, 0.02, 0.02], [0.06, -1.46, -1.70], [-0.28, -1.09, 1.41], [1.08, 0.91, 0.06], [-0.52, 1.48, 0.12]]}

=====

Most stable one: run w, least stable one: run x.